74
Properties=species:S:1:pos:R:3:mulliken_charge:R:1 method="wB97M-V/def2-TZVPD" lumo_ev="-5.38 / -5.39" homo_energy_ev="-8.862 / -8.768" energy_ev=-79485.1234 charge=+1 homo_lumo_gap_ev="3.48 / 3.38" relative_energy_kj_mol=427.2
In 0.21545 1.67092 -3.83230 1.075
C -0.92408 -1.96594 0.83092 0.407
C 0.41148 -2.36524 0.54488 0.329
C 0.49997 -0.55974 1.96834 0.729
C -0.86526 -0.85109 1.71654 0.690
C 1.29388 -1.50486 1.25968 0.528
C -2.14236 -2.64534 0.35603 -1.541
H -2.00717 -3.02512 -0.66503 0.343
H -3.00317 -1.96453 0.36078 0.255
H -2.40243 -3.50842 0.99213 0.277
C -2.01212 -0.14550 2.31402 -1.082
H -2.94649 -0.67723 2.11150 0.450
H -2.10120 0.87434 1.91145 -0.107
H -1.89311 -0.05916 3.40452 0.334
C 0.98669 0.51374 2.86003 -1.344
H 0.55548 0.41070 3.86633 0.331
H 0.70566 1.50191 2.47259 0.123
H 2.07604 0.48557 2.94698 0.381
C 2.76157 -1.62107 1.29049 -1.510
H 3.09217 -2.32948 2.06981 0.351
H 3.23553 -0.65335 1.50083 0.277
H 3.14714 -1.98720 0.33111 0.320
C 0.81338 -3.50478 -0.30224 -1.480
H 0.95858 -4.42181 0.28992 0.299
H 1.75806 -3.29460 -0.81915 0.343
H 0.04633 -3.71527 -1.05601 0.345
C -1.73498 2.22329 -4.53982 0.132
C -2.55996 1.00727 -4.89865 -0.848
C -1.87049 -0.22490 -5.48623 -0.545
C -0.68514 0.07279 -6.43749 -0.907
C 0.54371 0.66998 -5.73071 -0.551
C 0.88620 2.05016 -5.85354 -0.463
C -0.08790 3.06280 -6.47648 -0.941
C -1.48797 3.13722 -5.79564 -1.001
H -2.61922 -0.80731 -6.04804 0.513
H -1.01470 0.68091 -7.29879 0.248
H -1.51564 -0.89639 -4.68622 0.148
H -2.24471 2.94083 -6.57144 0.322
H -2.23337 2.83356 -3.76780 0.818
H -3.29850 1.33265 -5.65908 0.493
H -1.65591 4.18106 -5.48105 0.383
H 0.38173 4.05673 -6.39508 0.411
H 1.94393 2.32946 -5.92383 0.613
H -0.21922 2.87668 -7.55724 0.371
H -0.35098 -0.89091 -6.87307 0.517
H 1.36182 -0.05563 -5.59297 0.724
P -4.20060 0.52442 -3.73063 0.096
C -5.14488 -0.57834 -4.84882 -0.991
C -3.36006 -0.77888 -2.72664 -0.700
P 4.45610 0.89600 -1.29912 0.144
C 2.79253 0.44007 -1.53923 -0.490
C 5.17617 0.35107 -2.91585 -0.916
C 4.26497 2.71566 -1.54132 -0.666
H -6.19937 -0.40370 -4.59103 0.364
H -4.89829 -1.63192 -4.68368 0.294
H -4.98166 -0.29048 -5.89518 0.321
H -2.28577 -0.58339 -2.62169 0.008
H -3.52568 -1.77034 -3.16742 0.375
H -3.80575 -0.76305 -1.71948 0.320
H 3.99714 2.93063 -2.58555 0.168
H 5.21950 3.20360 -1.29348 0.397
H 3.47687 3.08719 -0.87300 0.040
H 2.52973 -0.51895 -1.99285 0.534
H 2.02214 0.88857 -0.90502 0.075
H 6.08777 -0.22598 -2.70096 0.332
H 5.44408 1.22046 -3.53370 0.303
H 4.45142 -0.28872 -3.43445 0.233
Cl -1.58775 3.16160 0.69658 -0.147
C -0.12638 3.59358 -0.21260 0.038
Cl 1.37621 3.31620 0.74241 -0.144
C -0.01013 2.81126 -1.53184 0.150
O 0.51178 3.43778 -2.52223 -0.735
O -0.39024 1.59250 -1.64061 -0.428
H -0.17866 4.65854 -0.44869 0.469